1.
14
Properties=species:S:1:pos:R:3 method="wB97M-V/def2-TZVPD" largest_force_ev_per_a=0.5 homo_energy_ev=-9.416 multiplicity=1 orbital_gap_ha=0.341
C -1.492 0.868 -0.871
C -1.308 -0.378 -0.435
C -0.002 -1.038 -0.481
C 1.241 -0.586 -0.231
C 1.675 0.726 0.288
O 1.035 1.759 0.314
H -2.482 1.269 -1.054
H -0.636 1.495 -1.086
H -2.161 -1.007 -0.173
H -0.073 -2.067 -0.831
H 2.057 -1.291 -0.370
H 2.714 0.720 0.680
H 0.049 -0.387 2.188
H -0.618 -0.083 2.061

2.
9
Properties=species:S:1:pos:R:3 method="wB97M-V/def2-TZVPD" largest_force_ev_per_a=1.5 homo_energy_ev=-8.524 multiplicity=1 smiles="ON/C=N/S" orbital_gap_ha=0.347
O -0.995 1.598 1.454
N -0.612 0.294 1.064
C 0.171 0.193 -0.127
N 0.355 -1.011 -0.518
S 1.331 -1.264 -1.925
H -0.261 1.870 2.053
H -1.439 -0.291 0.821
H 0.555 1.104 -0.629
H 0.896 -2.493 -2.193

3.
81
Properties=species:S:1:pos:R:3 method="wB97M-V/def2-TZVPD" total_charge=+2 largest_force_ev_per_a=2.7 homo_energy_ev="-12.166 / -11.966" multiplicity=5 orbital_gap_ha="0.219 / 0.092"
Pt 1.165 -1.721 -1.717
C -1.323 -0.888 0.998
C -1.010 -1.906 0.131
C 0.885 -1.350 1.408
C -0.187 -0.569 1.802
C 0.485 -2.210 0.181
C -2.668 -0.323 1.266
H -3.392 -0.537 0.472
H -2.626 0.766 1.425
H -3.029 -0.796 2.193
C -0.309 0.250 3.039
H -1.354 0.241 3.385
H -0.017 1.293 2.878
H 0.314 -0.144 3.851
C 2.161 -1.415 2.126
H 1.968 -1.424 3.211
H 2.737 -0.499 1.921
H 2.751 -2.304 1.875
C 0.911 -3.660 0.245
H 0.343 -4.240 0.982
H 1.964 -3.686 0.535
H 0.821 -4.119 -0.734
C -1.990 -2.716 -0.603
H -2.382 -3.549 0.016
H -1.566 -3.116 -1.529
H -2.823 -2.057 -0.893
C -0.858 2.368 -1.376
C -1.990 1.685 -1.568
C -2.287 0.652 -2.627
C -1.173 0.298 -3.625
C 0.033 -0.502 -3.296
C 1.216 0.128 -2.818
C 1.409 1.625 -2.570
C 0.301 2.674 -2.302
H -3.101 1.042 -3.292
H -0.757 1.302 -4.067
H -2.687 -0.273 -2.161
H -0.039 3.178 -3.227
H -0.634 2.733 -0.357
H -2.799 1.759 -0.793
H 0.859 3.488 -1.795
H 2.128 1.731 -1.749
H 2.210 -0.361 -3.081
H 1.958 1.923 -3.475
H -1.698 -0.241 -4.437
H 0.138 -1.421 -3.932
P -0.326 1.659 -5.730
C -0.507 3.462 -5.748
C -1.479 1.069 -6.990
P 1.765 -0.486 -5.414
C 1.360 1.169 -6.147
C 0.978 -1.614 -6.642
C 3.532 -0.535 -5.862
H 0.304 3.973 -5.201
H -1.471 3.712 -5.280
H -0.524 3.816 -6.791
H -1.294 1.605 -7.931
H -2.497 1.321 -6.638
H -1.413 -0.019 -7.160
H 3.685 -0.176 -6.889
H 3.889 -1.555 -5.737
H 4.049 0.129 -5.158
H 2.065 1.912 -5.715
H 1.492 1.132 -7.256
H 1.570 -2.529 -6.634
H 0.976 -1.159 -7.638
H -0.038 -1.830 -6.307
Br 0.083 4.289 1.663
C 1.321 3.409 2.821
C 1.257 3.645 4.198
C 2.112 2.951 5.058
C 3.064 2.063 4.527
C 3.158 1.886 3.146
C 2.285 2.556 2.279
C 2.348 2.299 0.780
O 2.719 3.268 0.075
O 2.021 1.128 0.424
H 0.537 4.367 4.578
H 2.048 3.110 6.129
H 3.750 1.522 5.184
H 3.911 1.228 2.706

4.
39
Properties=species:S:1:pos:R:3 method="wB97M-V/def2-TZVPD" largest_force_ev_per_a=0.7 homo_energy_ev=-8.759 multiplicity=1 smiles="Cc1cc(=O)[nH]c(SCC(=O)NCCOc2ccccc2)n1" orbital_gap_ha=0.338
C 1.184 -0.022 -2.737
C 1.144 0.869 -1.540
C 2.253 1.427 -0.992
C 2.171 2.225 0.202
O 3.073 2.755 0.809
N 0.846 2.361 0.667
C -0.209 1.790 0.053
S -1.771 2.106 0.773
C -2.940 1.483 -0.482
C -3.205 -0.014 -0.326
O -4.233 -0.446 0.146
N -2.201 -0.766 -0.810
C -2.140 -2.188 -0.579
C -1.673 -2.493 0.860
O -0.623 -1.656 1.290
C 0.649 -1.841 0.836
C 1.057 -2.820 -0.062
C 2.386 -2.882 -0.454
C 3.314 -1.984 0.038
C 2.913 -1.021 0.951
C 1.595 -0.951 1.349
N -0.100 1.061 -1.013
H 2.074 0.169 -3.329
H 1.207 -1.060 -2.406
H 0.296 0.124 -3.347
H 3.231 1.275 -1.418
H 0.709 2.916 1.504
H -3.862 2.036 -0.306
H -2.522 1.720 -1.458
H -1.332 -0.280 -1.043
H -1.466 -2.618 -1.322
H -3.141 -2.607 -0.708
H -1.410 -3.552 0.960
H -2.491 -2.261 1.546
H 0.361 -3.545 -0.454
H 2.691 -3.647 -1.154
H 4.344 -2.038 -0.278
H 3.628 -0.320 1.353
H 1.265 -0.216 2.066

5.
53
Properties=species:S:1:pos:R:3 method="wB97M-V/def2-TZVPD" total_charge=+1 largest_force_ev_per_a=4.5 homo_energy_ev=-12.512 multiplicity=1 orbital_gap_ha=0.353
K -0.733 -0.657 0.550
O 0.806 -1.750 2.581
H 0.523 -2.440 3.180
H 1.427 -1.214 3.026
O -1.969 0.336 2.772
H -1.927 -0.341 3.466
H -2.400 1.033 3.331
O -3.303 -0.437 0.404
H -4.066 -0.975 0.148
H -3.365 -0.425 1.350
O 1.506 -2.172 -0.176
H 2.376 -1.996 -0.488
H 1.609 -2.682 0.621
C -0.354 -0.246 -4.105
C -0.127 -0.960 -2.726
O -1.352 -0.879 -2.050
O 0.936 0.007 -4.691
H -0.816 0.700 -3.921
H -0.893 -0.729 -4.859
H 0.564 -0.521 -2.083
H 0.183 -1.981 -2.950
H -2.037 -1.278 -2.559
H 1.181 0.788 -4.257
C 2.315 2.647 2.193
C 2.792 1.696 1.076
O 1.913 0.562 1.001
O 3.029 3.865 2.249
H 2.167 2.153 3.183
H 1.254 2.922 2.003
H 3.805 1.541 1.430
H 2.825 2.193 0.125
H 2.272 0.062 0.310
H 3.976 3.753 2.426
C -0.503 2.806 -1.079
C 0.461 3.903 -0.752
O 0.566 5.046 -1.604
O -0.561 1.888 -0.018
H -0.336 2.231 -2.019
H -1.556 3.199 -1.160
H 1.445 3.446 -0.786
H 0.406 4.254 0.266
H -0.291 5.465 -1.661
H -1.029 2.350 0.732
C -1.108 -3.905 1.151
C -1.709 -3.790 -0.298
O -0.568 -3.916 -1.110
O -1.789 -3.042 2.051
H -0.062 -3.688 1.181
H -1.235 -4.868 1.596
H -2.141 -2.778 -0.430
H -2.399 -4.539 -0.505
H 0.086 -3.178 -1.014
H -1.793 -3.457 2.897

6.
14
Properties=species:S:1:pos:R:3 method="wB97M-V/def2-TZVPD" total_charge=+1 largest_force_ev_per_a=1.6 homo_energy_ev=-16.580 multiplicity=1 orbital_gap_ha=0.485
C 0.243 1.361 0.855
N 0.446 0.322 -0.179
C 0.010 0.729 -1.571
H 1.141 1.451 1.451
H -0.592 1.064 1.482
H -0.101 2.286 0.387
H 1.419 0.057 -0.298
H -0.066 -0.546 0.050
H 0.522 1.640 -1.824
H 0.245 -0.087 -2.228
H -1.044 0.955 -1.541
H -1.435 -2.218 0.397
H -0.104 -2.908 0.744
O -0.592 -2.075 0.854

7.
53
Properties=species:S:1:pos:R:3 method="wB97M-V/def2-TZVPD" largest_force_ev_per_a=0.2 homo_energy_ev=-5.448 multiplicity=1 orbital_gap_ha=0.176
Tl 0.818 0.228 0.841
C -3.974 -2.460 3.827
C -2.566 -2.938 4.148
N -1.582 -1.867 4.109
C -1.038 -1.388 2.973
S 0.084 -0.078 3.215
N -1.414 -1.972 1.858
N -0.853 -1.497 0.719
C -1.216 -2.018 -0.396
C -2.219 -3.119 -0.518
C -0.600 -1.468 -1.626
C -0.956 -1.892 -2.901
C -0.328 -1.306 -3.990
C 0.626 -0.324 -3.787
C 0.921 0.049 -2.485
N 0.319 -0.519 -1.448
H -4.677 -3.293 3.871
H -4.011 -2.031 2.827
H -4.301 -1.702 4.540
H -2.256 -3.709 3.443
H -2.524 -3.373 5.147
H -1.322 -1.411 4.965
H -2.525 -3.459 0.465
H -1.797 -3.954 -1.079
H -3.100 -2.768 -1.061
H -1.707 -2.654 -3.045
H -0.590 -1.619 -4.992
H 1.132 0.152 -4.615
H 1.650 0.819 -2.250
Br -3.446 5.465 -2.378
C -2.017 4.439 -1.670
C -0.712 4.716 -2.038
C 0.337 3.966 -1.531
C 0.107 2.910 -0.629
C -1.233 2.660 -0.274
C -2.277 3.406 -0.783
N 1.093 2.112 -0.122
C 2.457 2.300 -0.400
C 3.362 1.327 -0.111
C 4.788 1.481 -0.315
C 5.647 0.493 -0.004
C 5.166 -0.740 0.558
C 3.835 -0.860 0.763
N 2.934 0.109 0.442
H -0.504 5.519 -2.732
H 1.339 4.201 -1.857
H -1.460 1.869 0.437
H -3.293 3.185 -0.485
H 2.793 3.267 -0.746
H 5.135 2.419 -0.729
H 6.708 0.630 -0.170
H 5.837 -1.544 0.819
H 3.410 -1.758 1.197

8.
13
Properties=species:S:1:pos:R:3 method="wB97M-V/def2-TZVPD" largest_force_ev_per_a=0.3 homo_energy_ev="-7.199 / -7.199" multiplicity=1 orbital_gap_ha="0.290 / 0.290"
C 1.587 -0.062 0.517
O 1.287 0.603 -0.655
C 0.033 0.766 -0.948
C -0.826 -0.961 0.046
C -1.078 0.532 0.006
H 1.203 0.430 1.416
H 2.658 -0.248 0.556
H 0.568 -0.996 0.284
H -0.124 0.985 -2.001
H -1.298 -1.480 -0.787
H -1.047 -1.460 0.992
H -2.036 0.865 -0.401
H -0.927 1.026 0.973

9.
102
Properties=species:S:1:pos:R:3 method="wB97M-V/def2-TZVPD" total_charge=+1 largest_force_ev_per_a=9.5 homo_energy_ev=-12.462 multiplicity=1 orbital_gap_ha=0.245
C 6.915 -0.678 1.702
C 6.748 -0.899 0.085
B 5.698 0.284 -0.474
O 6.185 1.397 -1.313
C 4.115 0.090 0.027
C 3.223 1.238 0.785
C 1.683 0.813 1.241
C 0.786 1.938 2.032
O 0.197 2.905 1.318
O 0.610 1.947 3.516
C 1.085 -0.720 0.943
C -0.435 -1.129 1.449
C -1.244 -2.121 0.423
N -2.483 -1.502 -0.207
C 2.120 -1.733 0.147
N 3.527 -1.308 -0.255
H 7.074 -1.718 2.253
H 5.949 -0.203 2.161
H 7.855 0.039 1.847
H 6.240 -1.964 -0.091
H 7.761 -0.919 -0.510
H 5.443 1.868 -1.794
H 3.656 2.302 1.017
H 0.999 1.105 3.919
H -0.419 -1.614 2.539
H -1.057 -0.119 1.511
H -0.509 -2.518 -0.416
H -1.575 -3.073 1.062
H -2.881 -0.729 0.373
H -2.309 -1.166 -1.180
H 1.771 -2.830 -0.118
H 4.120 -2.034 -0.735
C -6.041 -0.565 1.702
C -5.757 -1.841 0.930
O -6.475 -2.945 1.501
C -7.787 -3.074 1.121
O -8.352 -2.309 0.344
C -8.413 -4.313 1.760
F -8.103 -4.438 3.084
F -7.994 -5.465 1.163
F -9.773 -4.321 1.689
H -5.825 -0.703 2.766
H -5.434 0.261 1.321
H -7.096 -0.284 1.625
H -4.692 -2.083 1.002
H -5.991 -1.729 -0.135
C 0.326 5.655 1.598
C 0.278 6.682 2.714
O 1.206 7.747 2.459
C 0.775 8.734 1.610
O -0.331 8.741 1.075
C 1.836 9.823 1.467
F 3.092 9.317 1.292
F 1.901 10.624 2.569
F 1.613 10.651 0.408
H 1.349 5.296 1.449
H -0.320 4.803 1.829
H 0.000 6.090 0.648
H 0.583 6.214 3.656
H -0.736 7.072 2.862
C 8.426 -7.595 0.028
C 8.378 -6.568 1.144
O 9.306 -5.503 0.889
C 8.875 -4.516 0.040
O 7.769 -4.509 -0.495
C 9.936 -3.427 -0.103
F 11.192 -3.933 -0.278
F 10.001 -2.626 0.999
F 9.713 -2.599 -1.162
H 9.449 -7.954 -0.121
H 7.780 -8.447 0.259
H 8.100 -7.160 -0.922
H 8.683 -7.036 2.086
H 7.364 -6.178 1.292
C -8.708 -8.060 -0.503
C -8.580 -8.461 -1.960
O -7.306 -9.077 -2.203
C -7.209 -10.408 -1.888
O -8.132 -11.069 -1.420
C -5.823 -10.945 -2.241
F -4.818 -10.109 -1.851
F -5.669 -11.122 -3.585
F -5.555 -12.152 -1.666
H -7.869 -7.425 -0.202
H -9.642 -7.518 -0.331
H -8.692 -8.938 0.151
H -8.626 -7.567 -2.591
H -9.399 -9.118 -2.273
C -1.525 10.560 -1.545
C -0.237 10.478 -2.343
O -0.510 10.118 -3.706
C -0.893 11.141 -4.535
O -1.010 12.309 -4.172
C -1.102 10.630 -5.959
F -1.803 9.460 -6.003
F 0.080 10.386 -6.595
F -1.783 11.508 -6.748
H -2.090 9.625 -1.629
H -1.315 10.753 -0.489
H -2.172 11.358 -1.922
H 0.401 9.691 -1.928
H 0.331 11.414 -2.290

10.
8
Properties=species:S:1:pos:R:3 method="wB97M-V/def2-TZVPD" largest_force_ev_per_a=4.2 homo_energy_ev=-8.514 multiplicity=1 smiles=CSNI orbital_gap_ha=0.277
C -1.060 0.536 0.407
S -0.132 -1.017 0.525
N 0.971 -0.729 -0.693
I 2.893 0.350 -0.256
H -0.614 1.154 -0.315
H -1.192 0.983 1.337
H -2.145 0.502 0.095
H 1.280 -1.779 -1.100

11.
16
Properties=species:S:1:pos:R:3 method="wB97M-V/def2-TZVPD" largest_force_ev_per_a=5.5 homo_energy_ev=-7.341 multiplicity=1 orbital_gap_ha=0.270
B -0.349 -1.382 1.103
C 0.060 -1.210 -0.245
C -1.193 -1.032 -0.826
C -1.778 -1.670 1.413
C -2.331 -1.160 0.151
C 2.685 2.232 -0.023
O 1.523 1.407 0.059
H 0.971 -1.253 -0.766
H -1.245 -0.819 -1.933
H -2.472 -1.917 2.243
H 1.004 1.639 -0.891
H -2.949 -0.295 0.162
H -2.958 -1.930 -0.281
H 2.569 3.095 -0.848
H 3.646 1.586 -0.172
H 2.818 2.708 0.852

12.
16
Properties=species:S:1:pos:R:3 method="wB97M-V/def2-TZVPD" largest_force_ev_per_a=4.9 homo_energy_ev=-11.324 multiplicity=1 smiles=CC.CC orbital_gap_ha=0.457
C -1.470 0.562 0.701
C -2.161 -0.380 1.693
H -0.962 -0.096 -0.147
H -2.249 1.016 0.168
H -0.826 1.214 1.209
H -2.163 0.022 2.709
H -1.689 -1.364 1.589
H -3.135 -0.444 1.505
C 1.230 0.512 -1.286
C 2.405 -0.665 -1.100
H 0.495 0.497 -0.590
H 1.788 1.435 -1.121
H 0.744 0.389 -2.253
H 2.770 -1.015 -2.077
H 3.177 -0.313 -0.485
H 2.024 -1.518 -0.556